Here is a 19-piece molecular cluster, H36O22S overall at a distorted geometry from the Open Molecules 2025 dataset. Energies are from the ωB97M-V functional and the def2-TZVPD basis.

Output
- energy above the lowest of the compared OMol25 structures with the same formula, charge and spin (kJ/mol) = 47.7
- highest occupied orbital energy (eV) = -3.9
- total energy (eV) = -56468.496
- LUMO (Eh) = 0.1736
- gap between HOMO and LUMO (eV) = 8.59
- total charge = -2

Positions of all 59 atoms, in Å:
S1 -0.052 -0.121 -0.097
O1 -0.226 -0.061 -1.509
O2 -0.735 -1.307 0.430
O3 1.353 -0.199 0.192
O4 -0.577 1.074 0.521
O5 0.883 -1.257 3.544
H1 1.382 -2.021 3.154
H2 -0.005 -1.441 3.237
O6 3.389 1.575 0.413
H3 2.846 0.964 -0.103
H4 2.669 2.155 0.643
O7 1.449 -2.790 -2.315
H5 1.913 -1.971 -2.071
H6 1.111 -3.067 -1.483
O8 2.050 0.948 2.772
H7 2.401 0.873 1.878
H8 1.691 0.086 2.990
O9 -2.270 1.224 -2.420
H9 -1.522 0.686 -2.140
H10 -2.917 0.694 -1.976
O10 0.473 -3.512 0.100
H11 -0.220 -4.227 0.151
H12 0.041 -2.658 0.214
O11 -0.241 3.529 -1.689
H13 -0.212 4.212 -1.062
H14 -0.934 2.964 -1.286
O12 -2.831 -2.688 0.015
H15 -1.969 -2.220 -0.011
H16 -2.953 -3.245 -0.728
O13 -2.297 2.856 -0.062
H17 -1.729 2.166 0.341
H18 -2.365 3.544 0.666
O14 -1.564 1.658 2.821
H19 -1.040 1.459 2.014
H20 -1.042 1.247 3.531
O15 -1.859 -1.742 2.666
H21 -1.420 -1.753 1.786
H22 -2.742 -1.557 2.433
O16 -1.840 -1.694 -2.657
H23 -1.145 -1.226 -2.187
H24 -1.604 -2.603 -2.680
O17 1.623 1.931 -2.464
H25 0.853 2.420 -2.100
H26 1.504 0.996 -2.266
O18 1.052 2.980 0.946
H27 0.382 2.317 0.919
H28 0.801 3.436 1.727
O19 3.191 -1.797 0.882
H29 3.262 -1.870 1.842
H30 2.483 -1.130 0.808
O20 -3.608 0.661 1.465
H31 -2.846 0.976 1.980
H32 -4.251 1.289 1.707
O21 0.301 -0.166 -4.099
H33 0.162 -0.164 -3.180
H34 1.280 -0.017 -4.229
O22 2.823 -0.613 -1.708
H35 3.457 -1.225 -1.348
H36 2.194 -0.578 -0.915

Cartesian forces, eV/Å:
S -0.72 -0.38 0.59
O 0.14 0.00 -1.54
O 0.19 0.07 0.16
O 1.00 -0.03 1.38
O -0.76 0.56 0.80
O 1.12 -1.81 -0.20
H -0.57 0.97 0.52
H -1.06 0.12 -0.06
O 0.32 -0.66 -0.15
H 0.82 0.02 -0.53
H -0.40 1.34 0.34
O 0.38 0.13 -1.34
H 0.05 0.08 -0.75
H -0.57 -0.94 1.26
O 0.23 0.60 0.52
H 0.32 0.21 -0.02
H -0.30 -0.20 0.13
O -0.09 0.35 -0.22
H 0.60 0.50 -0.50
H -1.30 -0.16 0.28
O -0.35 -2.66 0.29
H 0.97 1.49 -0.06
H -0.48 0.27 0.22
O -0.97 -1.14 -1.08
H 0.54 1.45 1.33
H -0.11 0.28 -0.63
O -0.31 0.16 1.64
H -0.80 -0.23 -0.72
H 0.18 -0.33 -1.18
O -0.45 1.88 1.91
H -0.61 0.02 -0.58
H 0.10 -1.23 -1.35
O 0.68 0.27 0.82
H 0.00 -0.26 0.35
H -0.32 0.15 -0.38
O 1.86 -0.64 0.61
H -0.26 0.23 0.65
H -1.79 0.50 -0.34
O -1.46 0.32 -0.36
H 0.30 -0.26 -0.02
H 0.68 -0.97 -0.11
O 0.39 -0.05 0.03
H 0.54 -0.20 -0.27
H 0.11 0.46 -0.08
O 0.99 1.48 -0.51
H -0.56 -1.31 -0.64
H 0.18 0.79 1.26
O 0.22 -0.26 0.85
H 0.40 -0.11 -0.21
H 0.09 -0.30 -0.08
O 0.68 -1.34 -0.22
H 0.13 -0.32 0.14
H -1.45 1.14 0.16
O 1.97 0.04 -3.04
H 0.00 -0.01 1.46
H -1.75 -0.15 0.49
O -0.32 0.03 0.37
H 0.93 -0.35 0.03
H 0.67 0.37 -1.42